(1)
{
  "formula": "C6H23NO6",
  "method": "ωB97M-V/def2-TZVPD",
  "spin_multiplicity": 2,
  "e_tot_ha": -748.40467,
  "fmax_ev_per_a": 9.6,
  "total_charge": -1,
  "relative_energy_kj_mol": 489.9,
  "symbols": ["H", "H", "H", "H", "O", "H", "C", "H", "C", "H", "O", "H", "C", "H", "H", "H", "C", "C", "H", "H", "H", "N", "H", "H", "H", "H", "O", "C", "H", "H", "O", "O", "H", "H", "O", "H"],
  "coordinates": [[-1.926, 2.595, -2.681], [-2.196, 0.387, -2.151], [-0.685, 1.895, -3.354], [2.335, 0.479, 1.980], [0.514, 0.405, -3.597], [-1.969, 2.784, 1.372], [-0.095, 1.933, 1.657], [2.591, -1.891, 2.627], [-0.102, -1.563, 1.046], [-0.962, 0.801, 0.016], [3.035, -0.358, -2.509], [-2.182, -2.721, -2.614], [1.980, -0.343, 1.434], [0.875, 1.972, 2.278], [-1.334, 3.545, 2.719], [-2.699, -3.245, -1.205], [0.097, 0.964, 0.512], [0.707, -0.344, 0.942], [3.851, -1.287, 1.605], [-2.646, -0.440, -1.019], [0.496, -2.394, 1.685], [2.820, -1.510, 1.716], [0.424, 1.277, -0.540], [-1.228, -0.598, 3.189], [-1.003, -1.408, 1.635], [-0.333, -2.046, 0.079], [-2.414, 0.495, -1.150], [-1.167, 2.744, 1.972], [3.018, -1.265, -2.244], [2.925, 0.143, -1.667], [-0.606, -0.642, 3.846], [-2.608, -2.500, -1.795], [0.589, 0.270, -2.690], [0.142, -0.067, 3.600], [-1.675, 1.803, -2.908], [1.431, 0.132, -3.787]],
  "forces_ev_per_a": [[-2.19, 6.76, 2.08], [-0.32, 1.18, 2.47], [-3.54, -0.62, 1.51], [0.75, 1.97, -0.55], [0.50, 0.23, -2.59], [-2.87, -0.54, -2.56], [0.90, 1.86, 1.17], [0.41, -0.11, 0.11], [1.29, -3.36, 0.48], [1.56, -0.27, 1.62], [0.05, 1.51, -0.10], [0.44, -0.59, -0.35], [-0.61, -1.57, -0.18], [-1.74, 0.27, -0.52], [1.20, -0.94, 0.15], [0.30, -0.50, -0.22], [-3.74, -0.26, -1.73], [1.98, 0.68, 1.22], [-1.99, -0.25, 0.50], [-0.15, 0.06, 0.74], [-1.29, 1.84, -1.58], [0.25, 0.44, -0.60], [1.00, 0.49, 1.59], [-2.12, 0.52, -2.50], [-0.17, 0.11, -0.58], [-0.24, 0.26, 0.22], [-0.52, -2.26, -2.09], [3.73, -0.69, 0.99], [-0.07, -1.25, 0.43], [0.07, -0.28, -0.37], [2.77, 0.00, 3.22], [-0.72, 1.13, 0.61], [-0.42, -0.36, 3.08], [-0.72, -0.35, -0.20], [6.26, -5.26, -4.98], [-0.06, 0.17, -0.50]]
}

(2)
{
  "formula": "C6H23O3PSSi2",
  "method": "ωB97M-V/def2-TZVPD",
  "e_tot_ha": -1786.68214,
  "fmax_ev_per_a": 0.7,
  "symbols": ["C", "H", "C", "H", "S", "O", "Si", "H", "H", "C", "C", "H", "H", "H", "O", "P", "H", "H", "H", "H", "H", "O", "C", "H", "H", "H", "H", "Si", "H", "H", "H", "H", "H", "H", "H", "C"],
  "coordinates": [[0.105, 2.794, -4.061], [0.248, -2.946, 6.341], [0.189, 3.768, -5.224], [-3.099, -2.793, 4.603], [2.965, -2.576, 0.422], [1.373, 2.676, -3.413], [0.213, -0.011, 0.569], [-1.018, 2.459, -2.247], [-0.838, 1.026, 0.611], [-2.348, -2.112, 4.201], [-0.539, -3.151, 5.616], [-0.761, 3.831, -5.757], [-1.937, -2.561, 3.292], [-1.652, -1.382, 6.094], [-0.298, -0.914, 4.704], [2.816, -2.118, -1.478], [0.437, 4.768, -4.858], [3.839, -1.324, -2.007], [0.104, -1.288, 3.914], [-2.834, -1.175, 3.931], [-1.244, -3.858, 6.055], [-0.084, -0.996, -0.731], [-1.235, -1.864, 5.207], [-0.764, 4.164, -2.641], [-0.084, -3.626, 4.742], [0.212, -0.818, 1.796], [1.600, 3.542, -3.061], [0.880, -1.042, -2.037], [1.538, 0.618, 0.381], [-0.100, 1.791, -4.442], [0.963, 3.460, -5.926], [1.196, 0.304, -2.542], [-1.956, 3.220, -3.541], [2.861, -3.209, -2.351], [0.227, -1.835, -3.097], [-0.976, 3.178, -3.064]],
  "forces_ev_per_a": [[0.00, 0.04, 0.02], [0.01, 0.00, 0.00], [0.01, -0.02, 0.01], [0.00, -0.01, 0.01], [-0.04, 0.10, -0.10], [-0.09, -0.08, -0.06], [0.03, 0.01, 0.38], [0.00, 0.00, 0.01], [0.01, -0.03, 0.02], [0.04, 0.03, -0.02], [0.03, 0.03, -0.02], [-0.01, 0.00, 0.00], [-0.01, -0.01, 0.00], [-0.02, -0.01, 0.01], [-0.04, 0.01, 0.06], [-0.23, -0.02, 0.48], [-0.02, 0.01, -0.01], [0.18, 0.08, -0.13], [0.07, -0.01, -0.08], [0.00, 0.01, -0.01], [-0.02, 0.00, 0.00], [0.02, 0.09, 0.13], [-0.04, -0.01, 0.03], [-0.02, 0.01, 0.00], [0.00, -0.02, 0.00], [-0.08, 0.02, 0.01], [0.07, 0.08, 0.06], [-0.09, -0.16, -0.68], [-0.03, 0.06, -0.01], [0.02, -0.02, -0.02], [0.01, 0.00, 0.00], [0.10, 0.02, 0.05], [-0.01, 0.00, -0.01], [0.08, -0.13, -0.22], [0.03, -0.06, 0.03], [0.04, -0.01, 0.02]]
}